22
Properties=species:S:1:pos:R:3:forces:R:3 method="wB97M-V/def2-TZVPD" charge=+2 homo_ev="-15.3 / -15.4" lumo_energy_ev="-10.884 / -10.685" de_lowest_kj_mol=534.9
O -2.451 -1.582 1.545 0.1 0.1 -0.1
C -2.137 1.484 -0.361 -1.3 3.6 5.4
C 0.760 -0.087 1.203 -0.2 -0.1 4.2
H 2.314 3.594 -3.525 -0.2 -0.3 -0.1
H 4.834 1.260 -1.214 -0.4 0.3 -0.5
C -1.368 1.633 -1.407 1.8 -1.5 -6.8
H 2.524 1.888 -4.091 -0.2 0.2 0.5
C 4.349 1.716 -2.103 1.0 -0.1 0.0
H 0.013 -3.161 -1.078 0.0 1.7 -0.7
O 0.830 -0.020 2.348 -0.1 -0.1 -4.2
O -0.987 1.287 -2.569 -1.4 1.0 4.9
O -2.440 2.078 0.662 0.4 -2.9 -3.2
O 1.966 0.684 -1.436 0.8 1.9 -0.5
C 1.550 -3.288 0.763 -3.5 -0.8 3.2
H 0.961 2.411 -3.332 0.5 0.2 0.1
O 0.697 -3.530 1.524 3.7 0.9 -3.0
H 4.404 1.020 -2.968 -0.3 0.5 0.6
H 4.904 2.648 -2.343 -0.4 -0.4 0.1
C 2.054 2.539 -3.334 0.1 0.4 -0.2
C -3.303 -1.269 2.218 0.0 -0.1 0.1
S 2.675 2.172 -1.682 -1.0 -3.1 -0.5
La 0.248 -0.893 -1.572 0.6 -1.3 0.6